ORCA calculation (ωB97M-V/def2-TZVPD) on the molecule C14H21BrClNO2.

Geometry as XYZ:
```
40
Properties=species:S:1:pos:R:3:mulliken_charge:R:1
C 3.576 2.746 -1.695 -0.705
O 2.282 2.216 -1.834 -0.452
C 1.976 1.183 -0.924 0.192
C 2.673 -0.155 -1.246 -0.985
N 2.133 -1.301 -0.548 -0.322
C 2.435 -1.358 0.873 -0.213
C 1.945 -2.683 1.469 -1.071
C 0.533 -2.637 2.054 -0.729
C -0.571 -2.362 1.033 -0.860
O -0.553 -0.970 0.738 -0.079
C -1.670 -0.302 0.377 -0.152
C -2.706 -0.738 -0.449 0.541
Cl -2.702 -2.322 -1.161 -0.234
C -3.770 0.098 -0.760 -0.631
C -3.835 1.398 -0.286 0.860
C -4.971 2.302 -0.647 -1.471
C -2.801 1.858 0.522 -0.647
C -1.761 1.015 0.845 -0.053
Br -0.369 1.611 1.979 -0.154
H 3.762 3.064 -0.661 0.292
H 4.349 2.028 -1.990 0.285
H 3.624 3.611 -2.354 0.278
H 0.893 1.046 -1.010 -0.013
H 2.212 1.501 0.101 0.292
H 2.566 -0.339 -2.321 0.280
H 3.740 -0.093 -1.014 0.501
H 1.127 -1.316 -0.676 0.223
H 3.525 -1.306 0.962 0.622
H 2.009 -0.521 1.445 0.099
H 2.621 -2.976 2.274 0.363
H 2.000 -3.446 0.691 0.377
H 0.318 -3.600 2.522 0.429
H 0.484 -1.865 2.825 0.263
H -1.545 -2.633 1.455 0.625
H -0.399 -2.950 0.125 0.406
H -4.552 -0.283 -1.398 0.384
H -5.317 2.850 0.226 0.362
H -4.647 3.029 -1.391 0.303
H -5.801 1.735 -1.061 0.362
H -2.814 2.866 0.908 0.431
```

energy = -3785.4691 hartree
SMILES = COCCNCCCCOc1c(Cl)cc(C)cc1Br
energy relative to the best compared isomer or geometry (same formula, charge and spin) = 22.9 kJ/mol
charge = 0
LUMO = 0.66 eV
orbital gap = 0.330 Ha

ORCA calculation (ωB97M-V/def2-TZVPD) on a cluster of 2 separate species, C4H11NO3 in total at a distorted geometry.

Geometry as XYZ:
```
19
Properties=species:S:1:pos:R:3:mulliken_charge:R:1
C -0.252 1.058 1.865 -1.218
C 0.001 1.146 0.350 -0.034
O -0.906 2.092 -0.287 -0.603
C -0.115 -0.209 -0.295 0.387
N -1.562 -0.423 -0.129 -0.698
C 0.112 -0.211 -1.802 -0.188
O 0.727 -1.187 -2.229 -0.472
H -0.873 0.230 2.320 0.250
H -0.866 2.033 2.027 0.286
H 0.551 1.312 2.563 0.369
H 1.031 1.552 0.183 0.411
H -1.852 1.913 -0.024 0.372
H 0.461 -0.859 0.286 0.361
H -1.920 -1.035 -0.944 0.224
H -1.835 -0.943 0.660 0.197
H -0.204 0.709 -2.362 0.361
O 2.887 -2.489 -0.622 -0.626
H 2.236 -2.976 -1.011 0.329
H 2.381 -1.712 -0.550 0.292
```

energy = -439.4136 hartree
SMILES = C[C@H](O)[C@@H](N)C=O.O
energy relative to the best compared isomer or geometry (same formula, charge and spin) = 294.8 kJ/mol
charge = 0
LUMO = 0.42 eV
orbital gap = 0.385 Ha

ORCA calculation (ωB97M-V/def2-TZVPD) on a cluster of 32 separate species, H64O32 in total at a distorted geometry.

Geometry as XYZ:
```
96
Properties=species:S:1:pos:R:3:mulliken_charge:R:1
O 1.147 -10.588 -5.838 -0.757
H 2.007 -10.261 -6.103 0.237
H 1.335 -11.238 -5.161 0.233
O 2.196 -15.692 -1.876 -0.753
H 1.302 -15.466 -1.619 0.201
H 2.662 -14.856 -1.884 0.503
O -0.401 -8.293 -5.308 -0.642
H -0.075 -9.181 -5.454 0.440
H -1.228 -8.258 -5.790 0.333
O 5.749 -11.661 -7.505 -0.732
H 6.151 -12.164 -6.797 0.367
H 6.489 -11.288 -7.984 0.244
O 6.525 -11.963 -2.440 -0.548
H 6.013 -11.764 -1.656 0.385
H 7.432 -11.989 -2.134 0.214
O 2.988 -15.965 -4.718 -0.728
H 2.074 -16.072 -4.980 0.373
H 3.047 -16.406 -3.870 0.247
O -0.427 -10.600 -1.654 -0.337
H -0.789 -11.167 -0.973 0.138
H 0.254 -11.128 -2.070 0.170
O -2.361 -8.624 -2.196 -0.606
H -2.310 -8.384 -3.122 0.330
H -1.711 -9.320 -2.093 0.316
O 5.348 -11.499 -0.029 -0.843
H 5.131 -10.567 -0.047 0.301
H 6.031 -11.574 0.638 0.316
O 2.566 -9.855 -9.140 -0.615
H 2.927 -10.181 -8.316 0.348
H 3.250 -10.028 -9.787 0.282
O 3.481 -16.832 0.197 -0.647
H 4.359 -16.991 -0.150 0.302
H 2.998 -16.453 -0.537 0.472
O 0.790 -8.057 -1.409 -0.632
H 1.512 -8.526 -0.991 0.289
H 0.310 -8.732 -1.887 0.328
O -3.170 -15.288 -4.217 -0.656
H -2.266 -14.983 -4.134 0.345
H -3.287 -15.892 -3.484 0.317
O 2.689 -15.449 -8.806 -0.619
H 2.518 -14.510 -8.729 0.345
H 3.570 -15.562 -8.450 0.290
O 5.897 -9.241 -2.951 -0.597
H 5.523 -8.934 -3.777 0.291
H 5.608 -10.151 -2.880 0.319
O 0.177 -16.348 -4.897 -0.632
H -0.164 -15.684 -5.495 0.360
H -0.216 -17.167 -5.198 0.279
O -0.594 -14.610 -2.699 -0.493
H -0.154 -15.417 -2.964 0.217
H -0.080 -13.912 -3.105 0.311
O -2.862 -11.091 -3.490 -0.548
H -2.785 -11.745 -2.796 0.292
H -3.800 -10.905 -3.542 0.211
O 1.319 -13.358 0.823 -0.611
H 0.811 -14.166 0.754 0.270
H 1.968 -13.539 1.503 0.295
O 3.287 -13.346 -5.278 -0.428
H 3.489 -13.376 -6.213 -0.093
H 3.387 -14.250 -4.982 0.427
O 3.179 -13.073 -1.163 -0.223
H 4.050 -12.823 -0.855 0.080
H 2.643 -13.100 -0.371 0.267
O 3.795 -12.585 2.132 -0.635
H 4.284 -13.400 2.240 0.340
H 4.179 -12.175 1.357 0.317
O 6.070 -12.845 -5.028 -0.675
H 5.167 -13.132 -4.893 0.326
H 6.390 -12.640 -4.150 0.347
O 3.817 -10.006 -6.856 -0.653
H 4.532 -10.597 -7.092 0.412
H 4.172 -9.470 -6.147 0.189
O 1.569 -12.319 -3.565 0.175
H 2.097 -12.815 -4.191 0.119
H 2.038 -12.402 -2.735 0.044
O 2.218 -9.479 0.862 -0.558
H 3.087 -9.079 0.852 0.280
H 2.338 -10.302 1.336 0.295
O 5.458 -16.751 -5.877 -0.666
H 4.543 -17.007 -5.762 0.345
H 5.420 -15.823 -6.110 0.306
O 4.982 -14.241 -7.678 -0.539
H 5.247 -13.333 -7.827 0.267
H 5.432 -14.738 -8.361 0.311
O -1.038 -14.353 -6.179 -0.568
H -1.388 -13.463 -6.233 0.262
H -1.561 -14.854 -6.804 0.272
O -1.353 -11.621 -5.669 -0.665
H -0.494 -11.203 -5.619 0.483
H -1.795 -11.357 -4.861 0.376
O -3.054 -13.551 -1.462 -0.632
H -2.826 -13.011 -0.705 0.276
H -2.271 -14.074 -1.629 0.307
O 1.395 -13.320 -7.752 -0.557
H 1.796 -13.438 -6.891 0.317
H 0.453 -13.323 -7.582 0.235
```

energy = -2446.1136 hartree
energy relative to the best compared isomer or geometry (same formula, charge and spin) = 380.3 kJ/mol
charge = 0
LUMO = -1.24 eV
orbital gap = 0.313 Ha

ORCA calculation (ωB97M-V/def2-TZVPD) on a structure of composition C16H18ClN6PtS.

Geometry as XYZ:
```
43
Properties=species:S:1:pos:R:3:mulliken_charge:R:1
Pt -0.236 0.528 -0.110 1.665
S -1.272 -1.244 -7.375 0.210
N -0.103 -0.396 -6.658 -0.642
C -0.359 -0.439 -5.357 0.713
C 0.443 0.215 -4.322 0.446
C 1.572 0.992 -4.580 -0.444
C 2.221 1.591 -3.527 -0.934
C 1.742 1.404 -2.232 0.062
N 0.675 0.650 -1.973 -0.136
C 0.028 0.065 -3.011 -0.093
C -1.165 -0.720 -2.674 0.101
N -1.444 -0.811 -1.365 -1.062
C -2.510 -1.499 -0.973 -0.251
C -3.348 -2.137 -1.888 -0.713
C -3.065 -2.050 -3.233 -0.497
C -1.942 -1.329 -3.643 0.269
C -1.514 -1.174 -5.032 0.764
N -2.132 -1.690 -6.086 -0.645
H 1.910 1.118 -5.601 0.551
H 3.094 2.208 -3.681 0.454
H 2.219 1.873 -1.387 0.322
H -2.694 -1.532 0.093 0.454
H -4.209 -2.682 -1.529 0.437
H -3.691 -2.525 -3.977 0.549
C 3.607 0.725 3.473 -1.776
C 3.010 0.570 2.078 1.739
C 2.582 1.933 1.546 -1.117
C 4.024 -0.082 1.144 -1.881
N 1.879 -0.352 2.267 -0.417
N 1.169 -0.725 1.075 -0.704
H 4.453 1.413 3.441 0.409
H 3.948 -0.236 3.856 0.405
H 2.872 1.136 4.169 0.419
H 3.458 2.551 1.341 0.427
H 1.945 2.462 2.257 0.345
H 2.023 1.826 0.620 -0.110
H 4.927 0.527 1.090 0.456
H 3.650 -0.167 0.117 0.376
H 4.296 -1.075 1.505 0.404
H 1.191 0.041 2.902 0.319
H 0.483 -1.404 1.393 0.309
H 1.819 -1.225 0.475 0.296
Cl -1.182 0.971 1.918 -0.480
```

energy = -1926.5445 hartree
energy relative to the best compared isomer or geometry (same formula, charge and spin) = 196.7 kJ/mol
charge = +1
LUMO (alpha / beta) = -4.09 / -4.35 eV
orbital gap (alpha / beta) = 0.260 / 0.260 Ha